# 1
Density functional theory data (ωB97M-V/def2-TZVPD) for one molecule with the formula C15H28N2O2.

The geometry in XYZ format:
```
47
Properties=species:S:1:pos:R:3:forces:R:3
O 0.4084 2.5667 -1.6454 0.332 0.111 -0.330
C -0.3686 2.1012 -0.8335 -0.510 -0.153 0.041
C -1.6571 1.4264 -1.2827 -0.031 -0.030 0.141
C -2.3493 0.4650 -0.3161 0.129 -0.094 -0.483
C -3.6826 -0.0078 -0.9037 -0.087 0.182 0.414
C -4.3942 -0.9499 0.0642 0.035 -0.175 -0.275
C -3.5140 -2.1520 0.3931 -0.071 0.146 0.310
C -2.1752 -1.6924 0.9630 0.037 -0.196 -0.298
C -1.4760 -0.7541 -0.0167 -0.123 0.122 0.444
N -0.1904 2.2325 0.4970 -0.153 0.062 0.327
C 0.9569 2.8929 1.0698 0.271 0.023 0.199
C 2.0204 1.9257 1.5965 0.033 0.139 -0.380
C 2.7051 1.1318 0.4756 -0.040 0.073 0.343
N 1.9331 -0.0504 0.1201 -0.011 -0.032 -0.107
C 1.9668 -0.3937 -1.2941 0.319 -0.142 -0.167
C 3.2904 -1.0455 -1.7057 -0.282 0.173 -0.093
O 3.5408 -2.2050 -0.9345 -0.047 -0.111 -0.025
C 3.5751 -1.8980 0.4421 -0.143 0.111 0.278
C 2.2707 -1.2309 0.9028 0.221 -0.138 -0.106
H -2.3436 2.2413 -1.5355 0.039 0.005 -0.057
H -1.4282 0.9087 -2.2167 0.016 0.035 -0.007
H -2.5793 0.9860 0.6218 -0.015 0.005 0.052
H -4.3215 0.8525 -1.1164 0.007 0.030 -0.095
H -3.4980 -0.5274 -1.8465 0.040 0.004 -0.113
H -5.3357 -1.2875 -0.3738 -0.059 0.040 0.062
H -4.6304 -0.4116 0.9857 -0.064 0.029 0.045
H -4.0230 -2.8009 1.1089 -0.009 -0.077 -0.054
H -3.3385 -2.7305 -0.5166 -0.003 -0.084 -0.046
H -2.3433 -1.1751 1.9112 0.024 0.009 0.089
H -1.5410 -2.5581 1.1654 0.025 0.010 0.091
H -0.5087 -0.4412 0.3788 0.105 -0.023 -0.076
H -1.2926 -1.2889 -0.9515 0.063 -0.013 -0.127
H -0.7873 1.7292 1.1305 -0.068 -0.020 -0.151
H 0.6131 3.5379 1.8861 0.046 0.003 -0.116
H 1.3847 3.5167 0.2815 -0.053 0.018 0.145
H 2.7713 2.5124 2.1283 0.004 0.023 0.102
H 1.5646 1.2336 2.3074 0.049 -0.037 0.120
H 2.7808 1.7717 -0.4047 0.074 -0.007 -0.022
H 3.7259 0.8777 0.7955 -0.004 0.033 -0.108
H 1.7770 0.5025 -1.8848 -0.036 -0.013 -0.032
H 1.1596 -1.1107 -1.4726 -0.013 -0.008 -0.102
H 3.2552 -1.3768 -2.7446 0.029 0.098 0.008
H 4.1197 -0.3310 -1.5846 -0.032 -0.041 -0.038
H 3.7254 -2.8460 0.9616 0.027 0.088 0.053
H 4.4334 -1.2397 0.6529 -0.045 -0.080 -0.006
H 2.3475 -0.9591 1.9572 -0.039 -0.043 0.057
H 1.4524 -1.9483 0.7837 0.012 -0.054 0.093
```
Positions in Å, forces in eV/Å.

As for the LUMO energy: 0.8 eV. As for the calculated total energy: -23085.170 eV. As for the HOMO energy: -8.0258 eV. The SMILES is O=C(CC1CCCCC1)NCCCN1CCOCC1. Its HOMO-LUMO gap is 8.82 eV. Its net charge is 0. As for the energy above the lowest of the compared OMol25 structures with the same formula, charge and spin: 16.9 kJ/mol.

Atom charges from the Mulliken analysis, given in e for atoms 1 to 2:
1. O -0.710
2. C 0.254

# 2
Density functional theory data (ωB97M-V/def2-TZVPD) for a 4-piece molecular cluster, C33H60O5S overall.

The geometry in XYZ format:
```
99
Properties=species:S:1:pos:R:3:forces:R:3
C 2.8407 -0.0597 0.8166 0.240 1.020 -1.157
C 2.1316 1.1532 -0.0803 -0.645 2.300 -1.403
C 3.1710 1.9412 -1.1244 -3.569 1.729 -0.441
C 2.6821 3.1906 -2.0972 -3.469 -2.448 3.527
C 1.0771 3.6203 -1.9451 1.871 -2.812 2.009
C 0.0424 2.8368 -0.9005 3.737 -0.669 -0.306
C 0.5229 1.5741 0.0769 3.354 2.008 -2.844
C -0.4459 0.8032 1.1509 0.719 0.178 -0.500
C -1.5042 -0.2628 0.5027 -1.695 0.866 0.656
O -1.0303 -1.4005 -0.3001 -3.284 -1.465 0.373
C -2.3219 -2.1071 -0.5938 -1.376 -4.264 -0.489
O -2.5355 -3.4330 -0.7621 1.836 9.843 1.134
O -3.4111 -1.0745 -0.6141 3.088 -1.805 0.908
C -2.7046 0.2442 -0.4901 -0.348 0.053 -0.532
S -2.0982 0.4444 -2.2915 -0.544 0.934 -0.074
C -3.6388 1.5273 -0.0783 -0.766 -0.312 -0.088
C -4.2024 1.5093 1.4609 -0.377 -0.244 0.256
C -3.7141 2.7627 2.3975 -0.371 0.615 0.893
C -3.8434 4.2426 1.7040 -4.080 3.303 -2.846
O -4.9472 4.7844 1.1808 6.920 -3.978 3.387
O -2.6144 5.0968 1.6932 -1.660 -2.451 -1.349
H 2.8198 -1.0143 0.1259 -0.064 1.723 1.713
H 3.9822 0.2446 0.9849 -2.599 -0.673 -0.344
H 2.3357 -0.2166 1.8613 0.902 0.212 -2.200
H 4.3026 1.6292 -1.2077 -2.590 0.497 0.404
H 3.4001 3.7840 -2.8262 -1.666 -1.506 1.768
H 0.7351 4.5272 -2.6147 0.433 -2.123 1.654
H -1.0510 3.2533 -0.8623 2.329 -1.029 -0.056
H -1.0312 1.6331 1.7687 0.928 -1.928 -1.516
H 0.1978 0.2149 1.9626 -1.267 1.290 -1.986
H -2.0864 -0.7627 1.4083 1.174 1.319 -1.585
H -3.2608 0.8280 -3.0328 1.119 -0.531 1.593
H -4.5958 1.5839 -0.7886 2.314 -0.331 1.367
H -3.0175 2.4944 -0.3073 -1.063 -1.982 0.516
H -5.3932 1.5242 1.4614 2.702 -0.022 -0.134
H -3.8819 0.4852 1.9827 -0.687 2.372 -0.995
H -2.6301 2.6696 2.8290 -2.013 0.143 -1.075
H -4.4415 2.7745 3.3424 1.558 0.132 -2.064
H -2.2480 5.1392 0.7483 -1.069 -0.019 1.816
C -0.7711 -3.0499 -4.5218 0.159 0.164 0.057
C -2.1347 -2.5098 -4.9261 -0.114 -0.122 0.067
C -3.0006 -3.5398 -5.6557 -0.086 0.067 -0.048
C -2.4349 -4.0456 -6.9879 0.116 -0.064 0.044
C -2.1495 -2.9632 -8.0320 -0.023 -0.160 0.002
C -3.3955 -2.2086 -8.4696 0.015 0.201 -0.099
H -0.1756 -3.3386 -5.3927 -0.027 -0.006 0.078
H -0.2097 -2.2834 -3.9762 -0.016 -0.145 -0.032
H -0.8757 -3.9217 -3.8691 0.023 0.044 -0.058
H -2.0063 -1.6119 -5.5407 -0.040 -0.038 -0.005
H -2.6637 -2.1892 -4.0216 0.018 -0.001 -0.102
H -3.9937 -3.1077 -5.8212 0.041 -0.050 -0.012
H -3.1555 -4.4031 -4.9966 0.026 0.091 -0.033
H -3.1444 -4.7686 -7.4111 0.068 0.077 0.014
H -1.5114 -4.6063 -6.8026 -0.083 0.034 0.011
H -1.7045 -3.4398 -8.9131 0.023 0.039 0.100
H -1.4040 -2.2544 -7.6566 -0.022 -0.072 0.017
H -4.1378 -2.8936 -8.8914 0.024 0.076 0.068
H -3.1388 -1.4725 -9.2383 -0.119 -0.061 0.069
H -3.8562 -1.6697 -7.6366 0.004 -0.062 -0.085
C 0.9188 -3.7907 1.8511 0.019 0.223 0.054
C 1.7808 -4.4441 0.7811 -0.088 -0.094 -0.082
C 2.0055 -5.9397 1.0163 0.094 -0.034 -0.077
C 2.7519 -6.2952 2.3076 -0.089 0.050 0.098
C 4.1372 -5.6618 2.4595 -0.077 -0.136 0.063
C 5.1179 -6.0989 1.3823 0.182 0.123 -0.050
H 1.3885 -3.8438 2.8374 -0.057 -0.016 -0.042
H 0.7640 -2.7322 1.6146 -0.056 -0.106 0.048
H -0.0622 -4.2717 1.9079 0.063 0.040 0.021
H 2.7393 -3.9183 0.7104 -0.009 -0.067 0.000
H 1.2878 -4.3150 -0.1891 0.076 -0.011 0.064
H 2.5460 -6.3518 0.1570 -0.031 0.002 0.067
H 1.0327 -6.4467 1.0296 0.072 0.068 -0.011
H 2.8537 -7.3872 2.3573 0.014 0.109 0.002
H 2.1402 -6.0122 3.1721 0.021 -0.032 -0.076
H 4.5440 -5.9473 3.4364 -0.070 0.073 -0.050
H 4.0615 -4.5693 2.4655 -0.047 -0.049 0.013
H 5.2441 -7.1862 1.3883 -0.021 0.092 -0.051
H 6.0978 -5.6433 1.5584 -0.070 -0.103 -0.088
H 4.7865 -5.7948 0.3851 0.042 -0.066 0.075
C 0.3250 3.4762 3.7709 -0.112 -0.088 0.110
C 0.1883 4.9870 3.8876 -0.046 0.134 -0.136
C 1.4078 5.7467 3.3599 -0.001 0.094 0.042
C 2.7216 5.4734 4.1015 0.022 -0.131 -0.028
C 2.6986 5.7640 5.6043 0.115 -0.009 -0.116
C 2.4367 7.2268 5.9283 -0.078 0.063 0.202
H 1.1605 3.0982 4.3670 -0.066 -0.032 -0.080
H -0.5868 2.9873 4.1311 0.096 -0.040 -0.002
H 0.4798 3.1788 2.7295 0.090 0.018 0.019
H -0.0111 5.2580 4.9303 0.051 0.012 -0.055
H -0.6917 5.3016 3.3153 0.104 -0.003 0.106
H 1.1900 6.8201 3.3866 0.030 -0.064 0.000
H 1.5507 5.4962 2.3013 -0.023 -0.004 0.069
H 3.5121 6.0761 3.6356 -0.069 -0.058 0.065
H 3.0147 4.4279 3.9510 -0.024 0.073 -0.026
H 3.6701 5.4831 6.0269 -0.101 -0.043 -0.034
H 1.9528 5.1379 6.1053 0.036 -0.003 -0.059
H 3.1983 7.8688 5.4744 -0.101 -0.026 0.017
H 2.4642 7.3829 7.0116 -0.009 0.075 -0.136
H 1.4544 7.5510 5.5724 0.106 0.007 0.021
```
Positions in Å, forces in eV/Å.

As for the LUMO energy: -0.2 eV. As for the calculated total energy: -56253.343 eV. As for the HOMO energy: -8.5829 eV. The SMILES is Cc1ccccc1C[C@@H]1OC(=O)O[C@@]1(S)CCCC(=O)O.CCCCCC.CCCCCC.CCCCCC. Its HOMO-LUMO gap is 8.38 eV. Its net charge is 0.

Atom charges from the Mulliken analysis, given in e for atoms 1 to 2:
1. C -1.034
2. C 0.438

Question: net charge of number 1 (C15H28N2O2)?
Answer: 0